(1)
20
Properties=species:S:1:pos:R:3:nbo_charge:R:1 method="wB97M-V/def2-TZVPD" e_tot_ha=-473.72916 multiplicity=1 homo_ev=-9.31 e_lumo_ev=0.577 gap_ev=9.886 smiles="[H]/N=C(/N)NC.CC(=O)O" mol_weight_g_mol=133.2 charge=0
H 0.34 -0.17 1.19 0.37
N 0.55 -0.19 0.16 -0.80
C 1.71 -0.69 -0.17 0.62
N 2.15 -0.75 -1.49 -0.82
N 2.65 -1.21 0.82 -0.68
C 2.57 -0.71 2.12 -0.41
H 3.16 -0.75 -1.51 0.39
H 1.83 -0.09 -2.28 0.42
H 2.72 -2.26 0.77 0.40
H 2.28 -1.46 2.91 0.19
H 1.80 0.17 2.09 0.20
H 3.46 -0.26 2.52 0.20
C -4.03 0.87 -0.99 -0.72
C -2.69 1.43 -1.05 0.79
O -2.40 2.03 -2.04 -0.60
O -1.86 1.22 -0.05 -0.78
H -4.14 -0.04 -1.56 0.24
H -4.84 1.47 -1.43 0.24
H -4.41 0.63 0.04 0.22
H -0.86 0.77 -0.05 0.55

=====

(2)
16
Properties=species:S:1:pos:R:3:nbo_charge:R:1 method="wB97M-V/def2-TZVPD" e_tot_ha=-363.02507 multiplicity=1 homo_ev=-9.42 e_lumo_ev=0.648 gap_ev=10.065 smiles="[H]/N=C/C.CC(=O)O" mol_weight_g_mol=103.1 charge=0
H 0.30 -1.94 0.15 0.39
N 1.33 -1.64 -0.07 -0.62
C 1.38 -0.44 -0.37 0.15
C 2.60 0.36 -0.67 -0.67
H 0.37 0.17 -0.34 0.09
H 3.49 -0.27 -0.60 0.23
H 2.68 1.19 0.03 0.22
H 2.52 0.77 -1.68 0.22
C -2.30 0.60 -0.31 -0.72
C -1.44 -0.19 0.64 0.79
O -1.31 -1.42 0.61 -0.62
O -1.24 0.50 1.79 -0.69
H -1.96 1.64 -0.32 0.23
H -3.34 0.59 -0.01 0.25
H -2.23 0.16 -1.30 0.24
H -0.85 -0.09 2.46 0.50

=====

(3)
24
Properties=species:S:1:pos:R:3:nbo_charge:R:1 method="wB97M-V/def2-TZVPD" e_tot_ha=-517.68108 multiplicity=1 homo_ev="-7.51 / -7.24" e_lumo_ev="0.301 / 0.438" gap_ev="7.807 / 7.676" mol_weight_g_mol=155.2 charge=0
C -1.37 -1.63 -0.25 0.04
C 2.12 -1.88 0.19 0.55
C -3.33 -0.36 0.40 -0.14
C -0.11 -0.89 -0.03 0.01
C 0.04 0.36 -0.47 0.08
C -1.02 1.02 -1.25 -0.66
C 1.59 1.88 1.02 -0.62
C 1.34 1.19 -0.33 -0.46
N 0.94 -1.63 0.64 -0.61
O -2.59 -1.33 -0.02 -0.34
O 2.65 -1.50 -0.78 -0.60
H -1.28 -2.75 -0.42 0.17
H 2.71 -2.42 1.02 0.07
H -2.88 0.54 0.77 0.15
H -4.36 -0.42 0.33 0.17
H -1.57 0.18 -1.64 0.22
H -0.44 1.36 -2.18 0.22
H -1.55 1.78 -0.72 0.23
H 2.62 2.24 1.07 0.21
H 1.50 1.13 1.80 0.21
H 1.09 2.90 1.17 0.21
H 2.18 0.57 -0.72 0.25
H 1.20 1.89 -1.03 0.20
H 0.52 -2.21 1.44 0.41

=====

(4)
89
Properties=species:S:1:pos:R:3:mulliken_spin:R:1 method="wB97M-V/def2-TZVPD" e_tot_ha=-2619.96040 multiplicity=2 homo_ev="-10.10 / -11.09" e_lumo_ev="-3.383 / -3.383" gap_ev="6.718 / 7.710" mol_weight_g_mol=972.4 charge=+1
C 0.90 3.68 2.24 0.00
O 2.03 3.20 1.56 0.00
C 2.10 3.68 0.21 0.00
C 2.92 2.69 -0.60 0.00
C 2.08 1.69 -1.41 0.00
C 0.94 1.11 -0.58 0.00
C 0.25 -0.08 -1.24 0.01
C -0.69 -0.76 -0.23 0.00
C -2.10 -0.99 -0.77 0.00
C -2.87 -1.92 0.17 0.00
C -4.35 -2.09 -0.20 0.00
C -5.04 -0.75 -0.34 0.00
N -4.88 0.04 0.87 0.00
C -5.48 1.19 1.08 0.00
N -6.28 1.80 0.17 0.00
C -5.57 3.00 -0.33 0.00
I -6.61 3.79 -2.00 0.00
C -5.44 3.96 0.86 0.00
I -7.43 4.55 1.53 0.00
C -4.78 3.27 2.06 0.00
C -3.24 3.33 2.11 0.00
I -2.68 2.83 4.15 0.00
C -2.58 4.66 1.76 0.00
C -2.36 4.87 0.25 0.00
I -3.53 6.35 2.70 0.00
N -5.26 1.87 2.24 0.00
H 0.00 3.09 2.01 0.00
H 1.07 3.67 3.31 0.00
H 0.68 4.71 1.92 0.00
H 1.11 3.82 -0.20 0.00
H 2.59 4.65 0.25 0.00
H 3.54 3.28 -1.28 0.00
H 3.57 2.16 0.09 0.00
H 1.66 2.18 -2.28 0.00
H 2.72 0.87 -1.70 0.00
H 0.16 1.85 -0.36 0.00
H 1.33 0.76 0.38 0.00
H 1.01 -0.79 -1.53 0.00
H -0.29 0.22 -2.14 0.00
H -0.32 -1.72 0.09 0.00
H -0.79 -0.13 0.66 0.00
H -2.07 -1.45 -1.75 0.00
H -2.60 -0.02 -0.84 0.00
H -2.38 -2.89 0.09 0.00
H -2.76 -1.58 1.19 0.00
H -4.85 -2.67 0.58 0.00
H -4.48 -2.65 -1.12 0.00
H -4.64 -0.23 -1.21 0.00
H -6.09 -0.91 -0.56 0.00
H -4.26 -0.32 1.58 0.00
H -6.62 1.17 -0.55 0.00
H -4.56 2.73 -0.65 0.00
H -4.98 4.88 0.56 0.00
H -5.13 3.80 2.93 0.00
H -2.81 2.52 1.52 0.00
H -1.61 4.64 2.21 0.00
H -3.10 5.49 -0.22 0.00
H -1.39 5.34 0.12 0.00
H -2.29 3.89 -0.22 0.00
H -4.60 1.35 2.81 0.00
C 4.60 -3.16 1.35 0.02
C 3.50 -3.49 0.31 0.02
C 3.38 -5.00 0.07 0.02
C 4.46 -5.59 -0.84 -0.02
C 4.53 -4.80 -2.14 0.02
C 4.76 -3.31 -1.91 0.03
N 3.75 -2.75 -0.96 0.37
O 2.64 -2.53 -1.59 0.55
C 6.20 -3.10 -1.40 0.01
C 4.70 -2.57 -3.24 -0.01
C 2.20 -3.03 0.96 -0.04
H 5.54 -2.85 0.91 -0.01
H 4.30 -2.34 1.99 0.00
H 4.81 -4.03 1.98 0.00
H 2.41 -5.21 -0.38 0.00
H 3.38 -5.51 1.03 0.00
H 5.43 -5.59 -0.33 0.00
H 4.22 -6.63 -1.05 0.00
H 5.33 -5.20 -2.77 0.00
H 3.60 -4.95 -2.70 0.00
H 6.37 -2.06 -1.13 -0.01
H 6.91 -3.35 -2.19 0.00
H 6.46 -3.73 -0.56 0.00
H 3.76 -2.74 -3.77 0.00
H 5.50 -2.91 -3.89 0.00
H 4.81 -1.49 -3.10 0.00
H 2.18 -1.94 1.07 0.00
H 2.12 -3.47 1.95 0.00
H 1.32 -3.33 0.39 0.01

=====

(5)
17
Properties=species:S:1:pos:R:3:nbo_charge:R:1 method="wB97M-V/def2-TZVPD" e_tot_ha=-363.84828 multiplicity=1 homo_ev="-6.62 / -6.62" e_lumo_ev="-0.288 / -0.287" gap_ev="6.334 / 6.335" mol_weight_g_mol=111.1 charge=0
C -0.87 0.91 -1.34 -0.66
C 0.56 0.63 1.54 0.66
C 1.06 0.11 0.29 -0.22
C -0.49 -0.18 -0.38 0.19
N -0.92 0.33 1.32 -0.75
C 2.26 -0.46 0.12 -0.28
C -0.81 -1.49 -0.67 -0.78
O 0.94 1.45 2.34 -0.49
H -1.35 -0.51 1.70 0.43
H -1.51 1.15 1.45 0.41
H -1.93 0.84 -1.62 0.22
H -0.67 1.90 -0.92 0.20
H -0.29 0.82 -2.26 0.23
H 2.58 -0.78 -0.87 0.21
H 2.94 -0.62 0.95 0.21
H -0.61 -2.28 0.05 0.19
H -0.92 -1.81 -1.70 0.22

=====

(6)
250
Properties=species:S:1:pos:R:3:lowdin_charge:R:1 method="wB97M-V/def2-TZVPD" e_tot_ha=-5017.00956 multiplicity=1 homo_ev=-7.84 e_lumo_ev=-0.057 gap_ev=7.778 mol_weight_g_mol=1438.9 charge=0
C 0.65 -17.07 -2.83 -0.09
O 0.81 -15.68 -2.86 -0.22
C 0.17 -14.91 -3.92 -0.17
C -0.23 -13.49 -3.54 -0.17
N 0.96 -12.60 -3.50 -0.02
C 0.60 -11.22 -3.15 -0.17
C 0.01 -10.40 -4.39 -0.21
O 0.99 -10.07 -5.35 -0.21
C 0.60 -9.85 -6.76 -0.05
H 1.34 -17.67 -2.23 0.09
H 0.81 -17.39 -3.87 0.09
H -0.39 -17.35 -2.62 0.08
H -0.72 -15.39 -4.33 0.09
H 0.81 -14.96 -4.80 0.13
H -0.60 -13.57 -2.51 0.11
H -0.97 -13.12 -4.25 0.11
H 1.66 -12.93 -2.86 0.07
H 1.43 -10.68 -2.71 0.06
H -0.12 -11.09 -2.34 0.09
H -0.38 -9.45 -4.02 0.10
H -0.84 -10.92 -4.83 0.10
H 0.01 -8.93 -6.79 0.08
H 0.00 -10.68 -7.11 0.06
H 1.47 -9.74 -7.41 0.08
C -4.72 -16.24 3.56 -0.09
O -3.37 -15.79 3.41 -0.17
C -2.88 -15.38 4.68 -0.20
C -1.59 -14.56 4.58 -0.17
N -1.88 -13.25 3.98 -0.05
C -0.69 -12.42 3.81 -0.15
C 0.31 -12.91 2.72 -0.19
O -0.30 -12.99 1.46 -0.19
C -0.37 -11.85 0.70 -0.13
H -5.24 -16.29 2.60 0.07
H -5.39 -15.51 4.01 0.07
H -4.65 -17.12 4.18 0.09
H -2.75 -16.22 5.38 0.10
H -3.61 -14.76 5.20 0.10
H -0.90 -15.10 3.92 0.11
H -1.15 -14.45 5.57 0.11
H -2.25 -13.56 3.09 0.10
H -0.11 -12.43 4.73 0.09
H -0.79 -11.36 3.58 0.10
H 0.71 -13.91 2.92 0.10
H 1.22 -12.32 2.64 0.12
H -1.04 -11.07 1.07 0.07
H -0.57 -12.11 -0.34 0.08
H 0.57 -11.31 0.62 0.07
C -6.64 -18.55 -5.08 -0.10
O -7.18 -18.22 -3.79 -0.20
C -6.74 -19.14 -2.81 -0.20
C -7.49 -18.69 -1.50 -0.19
N -6.83 -17.60 -0.84 -0.09
C -7.68 -16.88 0.13 -0.14
C -6.97 -15.49 0.35 -0.17
O -6.93 -14.65 -0.83 -0.17
C -6.21 -13.48 -0.57 -0.14
H -7.08 -19.44 -5.52 0.09
H -5.55 -18.49 -5.03 0.08
H -6.89 -17.77 -5.80 0.08
H -5.65 -19.12 -2.72 0.12
H -7.03 -20.17 -3.04 0.12
H -7.40 -19.51 -0.79 0.12
H -8.52 -18.40 -1.71 0.12
H -6.62 -16.92 -1.56 0.09
H -7.74 -17.53 1.00 0.12
H -8.71 -16.72 -0.21 0.11
H -5.94 -15.72 0.61 0.10
H -7.46 -14.98 1.18 0.11
H -6.21 -12.79 -1.42 0.09
H -5.15 -13.57 -0.35 0.07
H -6.68 -12.98 0.28 0.08
C -1.39 -13.91 -7.55 -0.13
O -2.27 -14.07 -6.45 -0.20
C -3.10 -15.23 -6.74 -0.18
C -4.17 -15.36 -5.59 -0.20
N -3.43 -15.54 -4.35 -0.06
C -4.34 -15.87 -3.27 -0.17
C -3.52 -15.93 -1.96 -0.19
O -3.16 -14.62 -1.61 -0.20
C -2.53 -14.47 -0.39 -0.11
H -1.86 -13.58 -8.48 0.09
H -0.80 -14.81 -7.73 0.09
H -0.60 -13.20 -7.29 0.07
H -2.55 -16.17 -6.75 0.12
H -3.66 -15.08 -7.67 0.11
H -4.87 -16.13 -5.90 0.10
H -4.81 -14.47 -5.57 0.11
H -2.74 -14.83 -4.15 0.09
H -4.80 -16.84 -3.46 0.10
H -5.13 -15.12 -3.34 0.12
H -2.58 -16.42 -2.22 0.11
H -4.03 -16.55 -1.22 0.11
H -1.55 -14.94 -0.40 0.10
H -3.16 -14.80 0.44 0.08
H -2.43 -13.39 -0.23 0.07
C -2.81 -8.59 -2.11 -0.07
O -2.82 -8.73 -0.66 -0.23
C -3.40 -9.98 -0.16 -0.15
C -4.88 -10.22 -0.56 -0.16
N -5.85 -9.35 0.11 -0.09
C -5.58 -7.92 0.05 -0.17
C -6.90 -7.11 0.24 -0.15
O -7.87 -7.32 -0.85 -0.18
C -8.99 -6.59 -0.66 -0.19
H -2.35 -7.66 -2.43 0.10
H -3.79 -8.54 -2.59 0.07
H -2.33 -9.52 -2.41 0.08
H -3.24 -10.08 0.91 0.11
H -2.78 -10.77 -0.60 0.10
H -5.27 -11.22 -0.38 0.07
H -5.05 -10.07 -1.63 0.12
H -6.78 -9.40 -0.28 0.12
H -5.20 -7.67 -0.93 0.11
H -4.79 -7.69 0.76 0.13
H -6.66 -6.05 0.25 0.12
H -7.37 -7.27 1.22 0.12
H -8.93 -5.51 -0.60 0.09
H -9.62 -6.99 0.14 0.09
H -9.63 -6.78 -1.53 0.09
C 9.42 -14.39 0.48 -0.11
O 8.78 -13.90 -0.69 -0.20
C 8.24 -12.58 -0.63 -0.20
C 7.14 -12.24 -1.70 -0.20
N 5.82 -12.65 -1.32 -0.04
C 4.74 -12.38 -2.32 -0.18
C 4.38 -10.88 -2.44 -0.22
O 4.11 -10.26 -1.21 -0.19
C 2.83 -10.56 -0.61 -0.07
H 10.44 -14.01 0.45 0.08
H 9.43 -15.48 0.42 0.09
H 9.04 -14.01 1.42 0.08
H 9.09 -11.90 -0.66 0.11
H 7.85 -12.43 0.38 0.11
H 7.38 -12.84 -2.58 0.12
H 7.22 -11.18 -1.94 0.10
H 5.58 -12.33 -0.38 0.11
H 3.82 -12.90 -2.06 0.07
H 4.74 -12.75 -3.34 0.12
H 3.51 -10.63 -3.05 0.11
H 5.32 -10.49 -2.83 0.11
H 2.85 -11.62 -0.39 0.07
H 2.02 -10.45 -1.33 0.05
H 2.53 -10.01 0.28 0.07
C -5.99 -15.40 7.65 -0.08
O -4.75 -16.08 7.34 -0.21
C -3.92 -16.37 8.47 -0.21
C -2.68 -17.24 8.16 -0.18
N -2.98 -18.64 7.78 -0.05
C -3.78 -18.89 6.58 -0.20
C -4.12 -20.36 6.25 -0.18
O -5.02 -20.84 7.24 -0.19
C -5.67 -22.06 6.95 -0.12
H -6.49 -15.12 6.73 0.07
H -5.81 -14.50 8.24 0.09
H -6.71 -15.96 8.24 0.08
H -4.47 -16.92 9.23 0.12
H -3.68 -15.42 8.95 0.11
H -2.13 -17.22 9.10 0.11
H -2.06 -16.77 7.39 0.09
H -3.48 -19.03 8.57 0.10
H -3.17 -18.41 5.82 0.10
H -4.68 -18.28 6.65 0.10
H -3.22 -20.98 6.22 0.12
H -4.51 -20.36 5.23 0.10
H -5.02 -22.94 6.90 0.08
H -6.26 -22.04 6.04 0.08
H -6.42 -22.22 7.73 0.08
C -9.60 -18.62 5.60 -0.26
C -8.82 -17.39 6.01 -0.22
O -8.09 -16.89 4.87 -0.08
O -8.87 -19.81 5.77 -0.05
H -9.92 -18.50 4.56 0.12
H -10.50 -18.61 6.22 0.11
H -8.12 -17.57 6.83 0.11
H -9.52 -16.63 6.36 0.12
H -8.04 -15.93 4.87 0.07
H -9.50 -20.53 5.75 0.08
C 2.40 -14.52 0.20 -0.18
C 3.12 -15.92 0.23 -0.23
O 3.64 -16.23 1.51 -0.06
O 2.29 -13.95 -1.11 -0.12
H 2.94 -13.83 0.86 0.12
H 1.41 -14.56 0.66 0.10
H 3.96 -15.81 -0.45 0.12
H 2.50 -16.68 -0.24 0.10
H 4.03 -17.11 1.41 0.09
H 1.92 -14.57 -1.74 0.05
C -3.75 -18.90 1.10 -0.24
C -3.57 -19.77 2.36 -0.22
O -3.12 -21.06 1.95 -0.07
O -4.79 -19.42 0.32 -0.08
H -2.87 -19.08 0.48 0.12
H -3.78 -17.82 1.24 0.10
H -4.41 -19.73 3.06 0.10
H -2.72 -19.38 2.92 0.11
H -3.48 -21.28 1.09 0.07
H -5.24 -18.71 -0.14 0.02
C -5.06 -11.55 2.73 -0.24
C -5.45 -12.82 3.45 -0.22
O -5.75 -12.47 4.80 -0.08
O -6.17 -10.66 2.58 -0.08
H -4.77 -11.82 1.71 0.09
H -4.17 -11.08 3.15 0.12
H -4.62 -13.51 3.35 0.10
H -6.39 -13.16 3.00 0.11
H -6.45 -11.82 4.75 0.09
H -6.21 -10.25 1.70 0.02
C 0.29 -8.30 2.41 -0.24
C 0.65 -7.94 0.94 -0.21
O 0.05 -8.80 -0.04 -0.08
O -1.09 -8.59 2.53 -0.06
H 0.59 -7.41 2.97 0.12
H 0.92 -9.11 2.78 0.10
H 1.71 -7.73 0.80 0.12
H 0.19 -6.97 0.76 0.11
H -0.87 -8.75 0.26 0.04
H -1.37 -8.42 3.44 0.09
C 1.60 -16.32 5.40 -0.19
C 2.96 -16.56 6.19 -0.22
O 2.64 -17.20 7.38 -0.07
O 1.16 -17.49 4.73 -0.10
H 1.59 -15.44 4.75 0.10
H 0.77 -16.13 6.08 0.10
H 3.29 -15.53 6.36 0.10
H 3.74 -17.06 5.62 0.12
H 2.19 -16.57 7.95 0.03
H 0.95 -18.21 5.34 0.10
C 0.72 -14.50 9.61 -0.23
C -0.20 -13.94 8.53 -0.20
O 0.49 -12.93 7.79 -0.08
O 1.74 -15.41 9.23 -0.05
H 0.19 -14.93 10.46 0.12
H 1.10 -13.62 10.12 0.12
H -1.10 -13.49 8.95 0.13
H -0.47 -14.79 7.89 0.10
H 0.37 -12.09 8.24 0.09
H 2.29 -15.51 10.01 0.11
O -3.35 -12.55 6.29 -0.08
H -4.25 -12.70 6.00 -0.01
H -2.80 -12.91 5.59 -0.03
O 2.50 -13.03 5.53 -0.05
H 2.09 -13.21 6.38 0.00
H 2.19 -12.15 5.30 -0.01
O 0.52 -17.38 2.11 -0.07
H 1.32 -16.84 2.13 -0.01
H 0.38 -17.62 3.03 -0.01
O 1.13 -10.28 5.75 -0.03
H 0.33 -10.49 6.24 0.04
H 1.07 -9.34 5.58 0.04

=====

Which of these has the highest charge? C27H52I4N4O2

=====

Among the records above, which one has the highest charge? C27H52I4N4O2

=====

The highest charge belongs to which entry? C27H52I4N4O2